C4H5BrO2S in the gas phase at a distorted geometry. Source: OMol25; level of theory: ωB97M-V with the def2-TZVPD basis set.

HOMO energy in eV: -8.97
Relative energy (zero: lowest compared OMol25 entry of this formula, charge and spin) in kJ/mol: 190.1

Each line ends with the natural charge from an NBO analysis.
Cartesian coordinates (Å):
C1 0.6794 1.0555 0.4992  -0.1168
C2 0.7921 0.8792 -0.8681  -0.3081
C3 0.0057 0.0602 1.3739  -0.7079
C4 0.0629 -0.2239 -1.5299  0.0432
O1 -1.7206 -1.9487 0.9148  -0.9483
O2 -1.5159 -0.1438 -0.8239  -0.7825
S1 -1.7151 -0.5024 0.7307  1.5394
Br1 0.5920 -2.0639 -1.0194  0.0687
H1 1.1235 1.9971 0.9011  0.2254
H2 1.4687 1.5098 -1.3995  0.2357
H3 0.7362 -0.8685 1.3337  0.2822
H4 -0.2228 0.3155 2.4047  0.2414
H5 -0.2860 -0.0661 -2.5172  0.2277

A molecular structure, C6H5NO2 at a distorted geometry. Source: OMol25; level of theory: ωB97M-V with the def2-TZVPD basis set.

HOMO energy in eV: -9.82
Relative energy (zero: lowest compared OMol25 entry of this formula, charge and spin) in kJ/mol: 641.0

Each line ends with the natural charge from an NBO analysis.
Cartesian coordinates (Å):
C1 -2.2302 0.0489 -0.3451  0.4026
C2 -0.8163 0.4143 -0.2550  -0.1207
C3 0.0254 1.3488 -0.6779  -0.1815
C4 1.2077 1.0768 -0.1173  -0.1817
C5 0.1281 -0.4501 0.5720  -0.1960
C6 1.4488 -0.4841 -0.3480  0.6299
H1 -2.6580 0.7542 -0.9039  0.1134
H2 -0.2906 2.1528 -1.2856  0.2365
H3 1.9700 1.9278 -0.0364  0.2332
H4 0.8693 1.0316 2.2782  0.4123
H5 0.0071 -1.5742 0.9169  0.2572
N1 1.0752 0.4779 1.2697  -0.5932
O1 -2.8545 -0.8652 0.2678  -0.4924
O2 2.1038 -1.5554 -0.6214  -0.5195

A molecular structure, C21H43N2P3SSeSm at a distorted geometry. Source: OMol25; level of theory: ωB97M-V with the def2-TZVPD basis set.

Expectation value of S²: 8.770
HOMO energy (alpha / beta) in eV: -16.40 / -16.40
2S+1: 6
Total charge: +3

Each line ends with the Mulliken spin population.
Cartesian coordinates (Å):
Sm1 -0.0411 -0.0862 -0.0916  5.1150
P1 0.9648 -1.5941 -2.3596  -0.0218
P2 0.7996 2.3878 -1.4491  -0.0162
P3 0.1367 -2.4571 1.6065  -0.0225
H1 -2.0671 1.9915 0.8366  -0.0010
C1 -1.7157 1.2485 1.5511  0.0012
C2 -0.4666 1.3471 2.1172  -0.0039
H2 0.1492 2.2399 1.9553  -0.0009
C3 -0.4885 -2.0961 -3.3717  -0.0007
C4 2.0643 -0.9028 -3.6536  -0.0022
C5 1.7538 -3.2274 -2.0821  0.0000
C6 0.3755 3.9442 -0.5775  -0.0019
C7 2.3593 2.8669 -2.2672  -0.0004
C8 -0.3818 2.4085 -2.8702  0.0019
C9 -0.4998 -2.2169 3.3095  -0.0005
C10 1.4318 -3.7113 1.8861  -0.0004
C11 -1.2001 -3.4959 0.8642  -0.0008
H3 -2.4770 0.5479 1.8899  0.0014
H4 -0.1365 0.7080 2.9434  0.0000
H5 -0.1108 -2.6591 -4.2470  -0.0004
H6 -1.0361 -1.2015 -3.6949  -0.0003
H7 -1.1695 -2.7169 -2.7725  -0.0004
H8 2.1216 -1.6242 -4.4818  0.0002
H9 3.0662 -0.7261 -3.2327  0.0001
H10 1.6658 0.0534 -4.0155  0.0002
H11 1.9423 -3.6909 -3.0621  -0.0005
H12 1.0949 -3.8694 -1.4855  0.0002
H13 2.6982 -3.0919 -1.5332  0.0002
H14 0.0508 4.7041 -1.3032  -0.0004
H15 1.2587 4.3048 -0.0323  0.0001
H16 -0.4256 3.7555 0.1506  0.0004
H17 2.1813 3.6739 -2.9918  -0.0004
H18 2.7937 2.0019 -2.7839  0.0000
H19 3.0811 3.2114 -1.5162  0.0001
H20 -0.4348 3.4293 -3.2798  0.0002
H21 -1.3830 2.0877 -2.5371  -0.0008
H22 -0.0420 1.7074 -3.6487  -0.0005
H23 -1.0286 -3.1175 3.6522  -0.0002
H24 -1.1856 -1.3592 3.3363  0.0000
H25 0.3397 -2.0064 3.9853  0.0001
H26 0.9940 -4.6488 2.2574  -0.0007
H27 2.1601 -3.3511 2.6243  0.0001
H28 1.9622 -3.9136 0.9470  0.0000
H29 -1.5114 -4.2579 1.5949  -0.0004
H30 -0.8290 -3.9906 -0.0455  -0.0003
H31 -2.0664 -2.8745 0.5790  0.0000
C12 -4.6352 0.1789 -0.4583  0.0007
C13 -4.7849 1.2017 0.5008  0.0006
C14 -6.0631 1.6214 0.9198  -0.0001
C15 -7.2075 1.0748 0.3382  -0.0004
C16 -7.0726 0.1235 -0.6820  0.0001
C17 -5.7969 -0.3072 -1.0623  -0.0007
Se1 -2.9475 -0.7473 -1.1129  -0.0121
H32 -2.1895 0.0497 -0.0243  -0.0004
H33 -3.9259 1.6954 0.9342  -0.0007
H34 -6.1527 2.3769 1.7044  0.0000
H35 -8.1967 1.3870 0.6808  0.0000
H36 -7.9590 -0.2765 -1.1632  0.0000
H37 -5.7106 -1.0504 -1.8529  -0.0001
C18 4.4537 2.5283 1.1388  -0.0005
N1 4.3254 1.3520 2.0024  -0.0017
C19 4.8475 1.2387 3.2821  -0.0006
C20 4.5820 -0.0205 3.7119  -0.0011
N2 3.8985 -0.6648 2.6916  -0.0015
C21 3.6894 0.2032 1.6502  -0.0003
S1 2.7842 -0.0573 0.2460  -0.0242
H38 5.0098 2.2344 0.2381  0.0003
H39 3.4649 2.9230 0.8519  0.0001
H40 5.0127 3.2880 1.7035  -0.0001
H41 5.3712 2.0573 3.7523  -0.0001
H42 4.8516 -0.5074 4.6275  -0.0001
H43 3.6026 -1.6352 2.6808  0.0001

C3H3NO2 in the gas phase at a distorted geometry. Source: OMol25; level of theory: ωB97M-V with the def2-TZVPD basis set.

SMILES: COC(=O)C#N
HOMO energy in eV: -11.18
Relative energy (zero: lowest compared OMol25 entry of this formula, charge and spin) in kJ/mol: 321.8

Each line ends with the natural charge from an NBO analysis.
Cartesian coordinates (Å):
C1 -1.0495 -0.3402 0.1869  -0.2757
O1 -0.4342 0.7767 -0.4786  -0.4703
C2 0.8981 0.9694 -0.5646  0.7211
O2 1.4130 1.8992 -1.1027  -0.4882
C3 1.5631 -0.1809 0.1282  0.1733
N1 1.1689 -1.1265 0.6874  -0.3258
H1 -0.2840 -1.2242 0.7363  0.2635
H2 -1.6530 0.0882 0.9857  0.2011
H3 -1.6225 -0.8617 -0.5785  0.2011

C2H5NSi in the gas phase at a distorted geometry. Source: OMol25; level of theory: ωB97M-V with the def2-TZVPD basis set.

SMILES: C#CN[SiH3]
HOMO energy in eV: -8.43
Relative energy (zero: lowest compared OMol25 entry of this formula, charge and spin) in kJ/mol: 288.2

Each line ends with the natural charge from an NBO analysis.
Cartesian coordinates (Å):
C1 2.5813 -0.2388 0.1989  -0.3764
C2 1.2614 0.2375 0.2076  0.1999
N1 0.0393 0.7124 -0.1206  -1.0385
Si1 -1.4740 -0.1952 -0.0681  1.0365
H1 3.2363 -0.6973 0.8794  0.2247
H2 -0.0479 1.3788 -0.8715  0.4181
H3 -1.9376 -0.1478 -1.5421  -0.1679
H4 -2.4731 0.6014 0.7281  -0.1689
H5 -1.1857 -1.6510 0.5882  -0.1275

A molecular structure, C2H4N2OS2 at a distorted geometry. Source: OMol25; level of theory: ωB97M-V with the def2-TZVPD basis set.

HOMO energy in eV: -8.55
Relative energy (zero: lowest compared OMol25 entry of this formula, charge and spin) in kJ/mol: 287.5

Each line ends with the natural charge from an NBO analysis.
Cartesian coordinates (Å):
C1 1.2961 -0.2155 -0.0110  0.4575
C2 -2.3852 0.6791 -0.1272  -0.0589
H1 2.2371 -1.9999 0.5246  0.3866
H2 3.1816 -0.6106 0.6547  0.3869
H3 -0.5131 1.4957 -0.4554  0.4486
H4 -2.8677 1.6865 -0.0417  0.2157
N1 2.2723 -1.0475 -0.2109  -0.7823
N2 -1.0373 0.6815 0.0114  -0.7230
O1 1.5021 0.9549 -0.0973  -0.5943
S1 -0.3477 -0.8874 -0.2110  0.4229
S2 -3.3381 -0.7368 -0.0361  -0.1595

A molecular structure, C47H84BHgN10OP2S4 at a distorted geometry. Source: OMol25; level of theory: ωB97M-V with the def2-TZVPD basis set.

Expectation value of S²: 0.779
HOMO energy (alpha / beta) in eV: -4.63 / -6.65
2S+1: 2
Relative energy (zero: lowest compared OMol25 entry of this formula, charge and spin) in kJ/mol: 55.5

Each line ends with the Mulliken spin population.
Cartesian coordinates (Å):
Hg1 0.6720 0.4381 0.2437  0.0230
C1 -2.1900 -0.4954 -3.5093  -0.0108
C2 -2.8179 -0.1497 -2.2018  0.0042
C3 -3.5921 0.9644 -2.0139  0.1180
C4 -4.1896 1.1507 -0.7431  -0.0379
N1 -3.7470 0.5174 0.2991  0.1514
N2 -2.8427 -0.4907 0.1616  -0.0689
B1 -2.1207 -0.8893 1.3142  0.3828
N3 -1.5670 -2.2682 1.4443  -0.0252
N4 -2.4900 -2.8898 2.1707  0.0164
C5 -2.5321 -4.1846 2.2547  -0.0088
C6 -1.5204 -4.9720 1.6537  0.0231
C7 -0.5187 -4.3435 0.9589  -0.0224
C8 0.5966 -5.0903 0.3168  0.0002
C9 -0.5686 -2.9267 0.8124  0.0042
S1 0.6028 -2.1258 -0.1091  0.0090
C10 -3.7575 -4.7087 2.9786  -0.0052
C11 -3.6672 -4.2710 4.4462  0.0014
C12 -4.9770 -4.0381 2.3289  -0.0053
C13 -3.9044 -6.2274 2.8724  0.0004
N5 -2.3254 -0.1560 2.5866  -0.0203
N6 -3.5796 -0.0654 3.0372  0.0399
C14 -3.8518 0.6606 4.0821  -0.0036
C15 -2.8688 1.4719 4.6891  0.0280
C16 -1.5623 1.3553 4.2701  -0.0065
C17 -0.4464 2.1468 4.8629  -0.0008
C18 -1.2806 0.4372 3.2389  -0.0010
S2 0.3180 0.0198 2.8585  0.0088
C19 -5.2671 0.5897 4.6222  -0.0041
C20 -5.9786 1.9012 4.2680  0.0011
C21 -6.0207 -0.5934 4.0102  0.0013
C22 -5.2282 0.4122 6.1475  0.0008
C23 -2.6696 -1.0540 -1.1158  0.1434
S3 -2.4746 -2.6911 -1.3466  0.2293
C24 -5.4083 2.0266 -0.4975  0.0377
C25 -5.9966 2.5793 -1.7967  0.0145
C26 -5.0380 3.1802 0.4385  -0.0158
C27 -6.4665 1.1360 0.1707  0.0111
H1 -2.4766 0.2209 -4.2772  0.0035
H2 -2.4787 -1.5006 -3.8143  0.0005
H3 -1.1052 -0.4902 -3.3951  -0.0014
H4 -3.7667 1.6528 -2.8260  0.0039
H5 -1.5347 -6.0466 1.7357  0.0035
H6 0.5214 -6.1562 0.5125  0.0008
H7 1.5445 -4.7148 0.6994  0.0000
H8 0.5871 -4.9106 -0.7564  0.0002
H9 -3.5276 -3.1926 4.4877  -0.0001
H10 -2.8276 -4.7519 4.9443  0.0000
H11 -4.5831 -4.5294 4.9744  -0.0001
H12 -4.8517 -2.9593 2.3555  0.0008
H13 -5.8876 -4.3086 2.8590  0.0002
H14 -5.0674 -4.3502 1.2906  0.0051
H15 -3.0885 -6.7496 3.3685  0.0000
H16 -3.9422 -6.5363 1.8293  0.0001
H17 -4.8362 -6.5334 3.3452  -0.0001
H18 -3.1217 2.1610 5.4793  0.0013
H19 -0.8251 2.9862 5.4405  0.0005
H20 0.2091 2.5074 4.0705  -0.0025
H21 0.1571 1.5109 5.5105  -0.0001
H22 -6.0624 1.9985 3.1894  -0.0008
H23 -5.4233 2.7570 4.6485  -0.0004
H24 -6.9779 1.9173 4.6984  0.0001
H25 -5.9950 -0.5430 2.9284  -0.0011
H26 -7.0570 -0.5865 4.3445  0.0000
H27 -5.5595 -1.5285 4.3149  -0.0001
H28 -4.8716 1.3072 6.6499  0.0003
H29 -4.5752 -0.4148 6.4183  -0.0002
H30 -6.2277 0.1935 6.5188  0.0002
H31 -5.3263 3.2918 -2.2719  -0.0022
H32 -6.9334 3.0910 -1.5811  0.0002
H33 -6.2063 1.7703 -2.4935  -0.0028
H34 -4.2977 3.8205 -0.0383  0.0103
H35 -4.6199 2.7818 1.3594  -0.0025
H36 -5.9140 3.7830 0.6771  -0.0010
H37 -6.7475 0.3233 -0.4975  0.0034
H38 -7.3582 1.7158 0.4069  -0.0004
H39 -6.0624 0.7064 1.0822  -0.0122
C28 4.0189 -1.4893 -0.5652  0.0006
P1 3.4585 -0.2746 0.6895  0.0026
C29 3.3652 -1.3671 2.1538  0.0011
C30 5.0542 0.5714 1.0601  0.0002
H40 4.8799 -2.0440 -0.1915  -0.0002
H41 4.2810 -0.9833 -1.4922  0.0003
H42 3.1880 -2.1646 -0.7603  -0.0005
H43 4.2937 -1.9284 2.2731  -0.0003
H44 2.5277 -2.0476 2.0120  -0.0005
H45 3.1700 -0.7632 3.0383  0.0005
H46 5.8241 -0.1737 1.2537  0.0001
H47 4.9208 1.1967 1.9394  0.0000
H48 5.3536 1.1932 0.2200  -0.0001
N7 -0.2071 2.2094 0.1377  -0.0086
P2 0.1646 3.6286 -0.2756  -0.0087
N8 -0.8686 4.6730 0.5649  0.0013
C31 -1.5627 4.1270 1.7216  -0.0002
C32 -1.8542 5.2280 2.7290  0.0006
C33 -2.8266 6.2466 2.1270  -0.0001
C34 -2.5724 6.4152 0.6217  -0.0003
C35 -1.1262 6.0662 0.2744  0.0004
N9 -0.0998 4.0748 -1.8945  0.0025
C36 -1.3920 3.5594 -2.3053  0.0120
C37 -2.1814 4.6281 -3.0503  -0.0034
C38 -1.4386 5.0371 -4.3333  0.0006
C39 0.0183 4.5694 -4.2909  -0.0005
C40 0.6168 4.8255 -2.9096  0.0003
N10 1.7633 4.1938 -0.0166  0.0006
C41 2.1968 5.5301 -0.4050  -0.0002
C42 2.8593 6.2917 0.7377  0.0001
C43 4.1080 5.5325 1.1762  -0.0001
C44 3.7803 4.0396 1.3723  -0.0003
C45 2.2805 3.7768 1.2794  -0.0032
H49 -0.9312 3.3491 2.1531  0.0008
H50 -2.5012 3.6457 1.4234  -0.0040
H51 -0.9192 5.7226 2.9981  -0.0001
H52 -2.2732 4.7955 3.6379  0.0005
H53 -2.7072 7.2031 2.6420  0.0000
H54 -3.8537 5.9093 2.2772  0.0002
H55 -2.7900 7.4394 0.3117  0.0000
H56 -3.2317 5.7528 0.0579  -0.0002
H57 -0.4617 6.7417 0.8374  -0.0001
H58 -0.9418 6.2426 -0.7886  -0.0001
H59 -1.9027 3.2438 -1.3902  -0.0072
H60 -1.2793 2.6674 -2.9395  -0.0057
H61 -2.2975 5.4935 -2.3962  -0.0008
H62 -3.1817 4.2600 -3.2830  0.0005
H63 -1.4629 6.1251 -4.4379  0.0001
H64 -1.9253 4.6078 -5.2114  -0.0001
H65 0.5999 5.1128 -5.0392  0.0001
H66 0.0831 3.5066 -4.5220  0.0001
H67 0.5592 5.9117 -2.7246  0.0000
H68 1.6747 4.5488 -2.9115  0.0002
H69 1.3509 6.0997 -0.7841  0.0001
H70 2.9416 5.4408 -1.2102  0.0001
H71 2.1691 6.4013 1.5757  0.0000
H72 3.1218 7.2926 0.3904  0.0000
H73 4.5048 5.9677 2.0950  0.0000
H74 4.8748 5.6397 0.4044  0.0000
H75 4.1368 3.6963 2.3442  0.0000
H76 4.2827 3.4478 0.6065  0.0000
H77 1.7656 4.2874 2.1079  0.0000
H78 2.0815 2.7035 1.3938  0.0024
C46 1.9954 1.0240 -4.4662  -0.0001
S4 1.3790 1.6137 -2.8286  0.0010
C47 3.0131 2.1630 -2.2260  0.0011
O1 1.1259 0.3486 -2.1137  -0.0049
H79 2.7661 0.2815 -4.2963  0.0000
H80 2.3716 1.8642 -5.0382  0.0000
H81 1.1578 0.5652 -4.9815  0.0001
H82 2.8323 2.5836 -1.2388  -0.0004
H83 3.4085 2.9191 -2.8948  0.0001
H84 3.6758 1.3041 -2.1608  -0.0003